{
  "formula": "C3H9N3O",
  "method": "wB97M-V/def2-TZVPD",
  "smiles": "CN(C)/C(N)=[NH+]\\[O-]",
  "homo_lumo_gap_ev": [7.50, 7.51],
  "homo_ev": [-6.787, -6.792],
  "e_lumo_ev": [0.72, 0.72],
  "charge": 0,
  "de_lowest_kcal_mol": 115.8,
  "elements": ["C", "C", "C", "N", "N", "N", "O", "H", "H", "H", "H", "H", "H", "H", "H", "H"],
  "coordinates": [[-1.034, 0.490, -0.404], [0.765, -1.045, 0.325], [1.179, 1.294, 0.385], [-1.485, -0.613, -1.121], [0.245, 0.278, -0.080], [-2.047, 1.203, 0.350], [-1.771, 2.095, 1.240], [1.153, -1.007, 1.419], [-0.226, -1.748, 0.390], [1.552, -1.361, -0.340], [1.577, 1.033, 1.408], [1.995, 1.589, -0.365], [0.636, 2.239, 0.622], [-0.790, -1.103, -1.558], [-2.499, -0.726, -1.402], [-2.937, 1.162, -0.047]]
}

{
  "formula": "C3H3LiO",
  "method": "wB97M-V/def2-TZVPD",
  "multiplicity": 2,
  "homo_lumo_gap_ev": [6.42, 6.36],
  "homo_ev": [-3.410, -3.357],
  "e_lumo_ev": [3.01, 3.00],
  "charge": -1,
  "de_lowest_kcal_mol": 0.0,
  "elements": ["C", "C", "C", "H", "H", "H", "O", "Li"],
  "coordinates": [[0.194, -0.010, -0.723], [-1.035, -0.681, 0.001], [-0.511, 0.690, 0.184], [-0.933, -1.432, 0.802], [-1.930, -0.879, -0.613], [-0.903, 1.688, 0.387], [2.856, 0.809, 0.702], [2.262, -0.186, -0.740]]
}

{
  "formula": "C41H44BN10S3SbSe4Ti",
  "method": "wB97M-V/def2-TZVPD",
  "homo_lumo_gap_ev": 5.37,
  "homo_ev": -1.747,
  "e_lumo_ev": 3.62,
  "charge": -2,
  "de_lowest_kcal_mol": 11.8,
  "elements": ["Ti", "N", "S", "N", "S", "N", "S", "N", "C", "C", "C", "C", "C", "C", "C", "C", "C", "C", "C", "C", "C", "C", "C", "C", "C", "C", "C", "C", "C", "C", "C", "C", "C", "C", "C", "C", "C", "C", "C", "C", "C", "C", "C", "C", "H", "H", "H", "H", "H", "H", "H", "H", "H", "H", "H", "H", "H", "H", "H", "H", "H", "H", "H", "H", "H", "H", "H", "H", "H", "H", "H", "H", "H", "H", "C", "N", "C", "C", "N", "N", "C", "N", "N", "H", "H", "H", "H", "H", "H", "H", "H", "H", "H", "H", "Se", "Sb", "Se", "Se", "Se", "B", "C", "N", "H", "H", "H"],
  "coordinates": [[0.653, 2.384, 0.726], [-1.067, 1.305, 0.466], [-1.404, -0.127, 0.480], [-1.494, -0.993, -0.837], [-0.691, -2.258, -1.396], [0.735, -2.520, -1.318], [2.029, 0.677, -1.463], [1.321, 0.532, -0.097], [1.014, 0.397, -2.954], [0.081, 1.406, -3.170], [-0.606, 1.472, -4.371], [-0.352, 0.532, -5.366], [0.560, -0.489, -5.138], [1.239, -0.565, -3.926], [3.323, -0.553, -1.698], [4.264, -0.333, -2.694], [5.366, -1.170, -2.794], [5.533, -2.205, -1.880], [4.597, -2.398, -0.872], [3.487, -1.569, -0.776], [-1.672, -3.673, -0.754], [-0.940, -4.658, -0.115], [-1.597, -5.740, 0.458], [-2.980, -5.836, 0.379], [-3.707, -4.854, -0.285], [-3.051, -3.772, -0.856], [-1.441, -2.267, -3.049], [-1.023, -3.306, -3.872], [-1.562, -3.435, -5.141], [-2.512, -2.522, -5.588], [-2.906, -1.476, -4.769], [-2.369, -1.342, -3.493], [-3.117, -0.194, 1.044], [-3.381, 0.218, 2.345], [-4.688, 0.271, 2.794], [-5.734, -0.064, 1.939], [-5.465, -0.451, 0.637], [-4.149, -0.520, 0.187], [-0.704, -1.203, 1.775], [0.413, -0.824, 2.495], [0.874, -1.635, 3.523], [0.218, -2.817, 3.833], [-0.916, -3.182, 3.121], [-1.384, -2.371, 2.099], [-0.091, 2.159, -2.408], [-1.323, 2.269, -4.526], [-0.879, 0.585, -6.311], [0.733, -1.243, -5.896], [1.922, -1.382, -3.731], [4.132, 0.496, -3.380], [6.102, -1.007, -3.573], [6.398, -2.854, -1.950], [4.727, -3.206, -0.161], [2.724, -1.704, -0.019], [0.136, -4.528, -0.070], [-1.029, -6.506, 0.973], [-3.493, -6.677, 0.830], [-4.785, -4.929, -0.354], [-3.612, -3.004, -1.374], [-0.266, -3.988, -3.503], [-1.238, -4.243, -5.787], [-2.932, -2.620, -6.582], [-3.621, -0.745, -5.126], [-2.641, -0.515, -2.851], [-2.560, 0.498, 2.994], [-4.894, 0.586, 3.809], [-6.758, -0.010, 2.289], [-6.276, -0.694, -0.038], [-3.919, -0.809, -0.828], [0.926, 0.091, 2.258], [1.752, -1.333, 4.081], [0.583, -3.449, 4.634], [-1.444, -4.098, 3.358], [-2.283, -2.648, 1.566], [4.458, 2.997, 4.697], [3.993, 2.540, 3.401], [4.989, 2.508, 2.343], [2.684, 2.493, 3.057], [2.261, 1.843, 2.024], [1.819, 3.163, 3.898], [0.470, 3.313, 3.648], [-0.160, 4.148, 4.503], [-0.115, 2.649, 2.701], [5.378, 2.460, 4.939], [3.724, 2.774, 5.469], [4.652, 4.073, 4.706], [5.580, 1.587, 2.367], [5.661, 3.360, 2.469], [4.510, 2.615, 1.370], [2.941, 1.268, 1.546], [2.222, 3.977, 4.376], [0.436, 4.781, 5.037], [-0.954, 4.641, 4.118], [-1.104, 2.877, 2.651], [2.608, 6.183, 5.230], [1.674, 7.304, 3.245], [2.448, 3.511, -0.789], [1.918, 4.832, 1.083], [-0.681, 7.460, 3.588], [-2.366, 4.934, -1.975], [-1.443, 4.297, -0.857], [-0.749, 3.812, -0.072], [-1.631, 5.363, -2.844], [-3.083, 4.043, -2.403], [-3.024, 5.824, -1.474]]
}

{
  "formula": "C5H8CdO3",
  "method": "wB97M-V/def2-TZVPD",
  "homo_lumo_gap_ev": 5.84,
  "homo_ev": -17.274,
  "e_lumo_ev": -11.44,
  "charge": 2,
  "de_lowest_kcal_mol": 4.3,
  "elements": ["O", "C", "C", "O", "O", "C", "Cd", "H", "H", "H", "H", "C", "C", "H", "H", "H", "H"],
  "coordinates": [[2.606, -1.370, 0.236], [-1.862, -0.691, -0.280], [1.375, -1.612, -0.318], [-2.901, -0.454, -0.702], [-1.074, -1.455, 0.229], [0.370, -1.239, 0.757], [4.008, -0.259, 0.177], [1.241, -2.675, -0.582], [1.182, -1.021, -1.233], [0.385, -0.188, 1.057], [0.382, -1.904, 1.622], [-1.139, 2.420, 0.419], [-0.774, 1.847, -0.744], [-0.463, 2.453, 1.277], [-2.177, 2.702, 0.610], [0.256, 1.516, -0.901], [-1.415, 1.930, -1.624]]
}

{
  "formula": "C21H13AuClIN2OS",
  "method": "wB97M-V/def2-TZVPD",
  "homo_lumo_gap_ev": 4.42,
  "homo_ev": -0.367,
  "e_lumo_ev": 4.05,
  "charge": -2,
  "de_lowest_kcal_mol": 0.0,
  "elements": ["Au", "S", "C", "C", "C", "C", "C", "N", "H", "H", "H", "H", "Cl", "C", "C", "C", "I", "C", "O", "C", "N", "C", "C", "C", "C", "H", "H", "H", "H", "C", "C", "C", "C", "C", "C", "C", "H", "H", "H", "H", "H"],
  "coordinates": [[-1.171, 0.649, 0.090], [-3.982, -1.454, 0.851], [-2.699, -1.452, 1.986], [-2.792, -2.219, 3.179], [-1.756, -2.275, 4.073], [-0.581, -1.566, 3.806], [-0.540, -0.822, 2.650], [-1.558, -0.743, 1.776], [-3.709, -2.767, 3.344], [-1.848, -2.874, 4.974], [0.275, -1.595, 4.466], [0.347, -0.268, 2.365], [3.510, -4.725, -2.446], [2.974, -3.306, -1.547], [3.901, -2.555, -0.880], [3.513, -1.434, -0.152], [4.962, -0.343, 0.883], [2.171, -0.980, -0.032], [1.809, -0.001, 0.635], [1.202, -1.810, -0.790], [-0.091, -1.427, -0.740], [-1.015, -2.145, -1.338], [-0.712, -3.309, -2.062], [0.590, -3.709, -2.159], [1.600, -2.963, -1.516], [4.944, -2.841, -0.916], [-2.040, -1.806, -1.228], [-1.510, -3.870, -2.530], [0.860, -4.596, -2.717], [-1.375, 2.290, -0.836], [-0.946, 3.577, -0.962], [0.119, 3.941, -1.862], [0.467, 5.257, -2.053], [-0.171, 6.312, -1.392], [-1.185, 5.972, -0.491], [-1.572, 4.673, -0.266], [0.653, 3.153, -2.377], [1.281, 5.474, -2.740], [0.124, 7.341, -1.553], [-1.691, 6.759, 0.063], [-2.360, 4.455, 0.444]]
}

E
In order: -9770.5181 -5407.6366 -382352.3801 -15997.9772 -62165.0403
Unit: eV